Run w
Computed, not measured: an isolated molecule of C19H22F4N2O2S, with wB97M-V/def2-TZVPD.

Last columns: bonded neighbours and bond lengths (Å).
Cartesian coordinates (Å):
1 C -0.0936 -1.3875 -0.8333  C2 1.510, H29 1.087, H30 1.088, H31 1.088
2 C 0.2795 -0.0643 -0.2092  C1 1.510, F3 1.395, C4 1.547, C25 1.537
3 F 0.3445 -0.2260 1.1744  C2 1.395
4 C 1.6329 0.4412 -0.7617  C2 1.547, O5 1.215, N6 1.355
5 O 1.9829 0.0513 -1.8580  C4 1.215
6 N 2.3526 1.3517 -0.0614  C4 1.355, C7 1.466, H32 1.012
7 C 2.3163 1.7338 1.3537  N6 1.466, C8 1.526, C24 1.512, H33 1.086
8 C 3.0315 0.7225 2.2454  C7 1.526, N9 1.451, H34 1.098, H35 1.084
9 N 4.4682 0.7991 2.0599  C8 1.451, C10 1.376, C18 1.454
10 C 5.3215 -0.2798 2.0104  N9 1.376, O11 1.218, C12 1.522
11 O 6.5217 -0.1250 2.1471  C10 1.218
12 C 4.7367 -1.6536 1.7143  C10 1.522, C13 1.535, C17 1.527, H36 1.096
13 C 4.3623 -1.7412 0.2285  C12 1.535, C14 1.521, H37 1.091, H38 1.093
14 C 3.6738 -3.0542 -0.1125  C13 1.521, S15 1.807, H39 1.095, H40 1.090
15 S 4.7289 -4.4908 0.1830  C14 1.807, C16 1.809
16 C 5.1387 -4.1362 1.9093  S15 1.809, C17 1.523, H41 1.094, H42 1.090
17 C 5.7280 -2.7464 2.1083  C12 1.527, C16 1.523, H43 1.090, H44 1.093
18 C 5.0540 2.0738 2.4430  N9 1.454, C19 1.507, H45 1.099, H46 1.087
19 C 4.2278 3.2493 1.9882  C18 1.507, C20 1.395, C24 1.389
20 C 4.7732 4.5289 2.0925  C19 1.395, C21 1.381, H47 1.084
21 C 4.0556 5.6403 1.6945  C20 1.381, C22 1.392, H48 1.082
22 C 2.7711 5.4905 1.1807  C21 1.392, C23 1.381, H49 1.082
23 C 2.2231 4.2271 1.0768  C22 1.381, C24 1.394, H50 1.084
24 C 2.9419 3.1037 1.4836  C7 1.512, C19 1.389, C23 1.394
25 C -0.8167 0.9850 -0.4541  C2 1.537, F26 1.337, F27 1.343, F28 1.335
26 F -2.0033 0.5468 -0.0210  C25 1.337
27 F -0.5591 2.1357 0.1887  C25 1.343
28 F -0.9199 1.2576 -1.7571  C25 1.335
29 H -0.2007 -1.2761 -1.9089  C1 1.087
30 H 0.7011 -2.1061 -0.6431  C1 1.088
31 H -1.0243 -1.7437 -0.3968  C1 1.088
32 H 3.2042 1.6011 -0.5482  N6 1.012
33 H 1.2794 1.7956 1.6707  C7 1.086
34 H 2.7756 0.9415 3.2908  C8 1.098
35 H 2.6661 -0.2718 2.0160  C8 1.084
36 H 3.8292 -1.8010 2.3100  C12 1.096
37 H 3.7074 -0.9134 -0.0463  C13 1.091
38 H 5.2718 -1.6382 -0.3692  C13 1.093
39 H 2.7518 -3.1620 0.4684  C14 1.095
40 H 3.4056 -3.0823 -1.1688  C14 1.090
41 H 4.2431 -4.2694 2.5228  C16 1.094
42 H 5.8538 -4.9032 2.2059  C16 1.090
43 H 6.6393 -2.6374 1.5200  C17 1.090
44 H 6.0101 -2.6185 3.1561  C17 1.093
45 H 5.1799 2.1151 3.5337  C18 1.099
46 H 6.0524 2.1272 2.0155  C18 1.087
47 H 5.7767 4.6445 2.4859  C20 1.084
48 H 4.4954 6.6254 1.7788  C21 1.082
49 H 2.2048 6.3568 0.8657  C22 1.082
50 H 1.2245 4.0956 0.6762  C23 1.084

Summary:
HOMO-LUMO gap = 9.20 eV
SMILES string = C[C@@](F)(C(=O)N[C@H]1CN(C(=O)C2CCSCC2)Cc2ccccc21)C(F)(F)F
highest occupied orbital energy = -8.595 eV
LUMO energy = 0.0222 hartree

These are the Löwdin partial charges, in e, on atoms 1 to 4: C 0.03; C -0.32; F 0.05; C -0.42

---

Run x
Computed, not measured: an isolated molecule of C19H22F4N2O2S, with wB97M-V/def2-TZVPD.

Last columns: bonded neighbours and bond lengths (Å).
Cartesian coordinates (Å):
1 C -0.9768 2.9673 3.2074  C2 1.510, H29 1.087, H30 1.089, H31 1.088
2 C -0.2369 1.7670 2.6681  C1 1.510, F3 1.392, C4 1.540, C25 1.535
3 F -0.4737 0.6640 3.4834  C2 1.392
4 C -0.6841 1.4495 1.2294  C2 1.540, O5 1.217, N6 1.346
5 O -0.7562 2.3420 0.4053  C4 1.217
6 N -1.0257 0.1695 0.9940  C4 1.346, C7 1.465, H32 1.008
7 C -1.8607 -0.1778 -0.1591  N6 1.465, C8 1.525, C24 1.509, H33 1.094
8 C -1.0388 -0.1707 -1.4435  C7 1.525, N9 1.445, H34 1.096, H35 1.083
9 N -0.1236 -1.2885 -1.4434  C8 1.445, C10 1.370, C18 1.449
10 C 1.2428 -1.2225 -1.3683  N9 1.370, O11 1.219, C12 1.522
11 O 1.9206 -2.2362 -1.3675  C10 1.219
12 C 1.8866 0.1557 -1.3259  C10 1.522, C13 1.527, C17 1.537, H36 1.095
13 C 3.2805 0.0617 -0.7085  C12 1.527, C14 1.522, H37 1.092, H38 1.090
14 C 3.9276 1.4323 -0.5699  C13 1.522, S15 1.809, H39 1.093, H40 1.090
15 S 4.1896 2.2484 -2.1634  C14 1.809, C16 1.807
16 C 2.4848 2.1590 -2.7557  S15 1.807, C17 1.523, H41 1.094, H42 1.090
17 C 1.9374 0.7382 -2.7469  C12 1.537, C16 1.523, H43 1.093, H44 1.094
18 C -0.7678 -2.5853 -1.4868  N9 1.449, C19 1.511, H45 1.098, H46 1.088
19 C -1.9483 -2.6659 -0.5478  C18 1.511, C20 1.393, C24 1.392
20 C -2.5391 -3.9046 -0.3086  C19 1.393, C21 1.383, H47 1.084
21 C -3.6252 -4.0237 0.5390  C20 1.383, C22 1.390, H48 1.082
22 C -4.1465 -2.8961 1.1629  C21 1.390, C23 1.383, H49 1.082
23 C -3.5705 -1.6618 0.9254  C22 1.383, C24 1.394, H50 1.085
24 C -2.4754 -1.5368 0.0726  C7 1.509, C19 1.392, C23 1.394
25 C 1.2845 1.9668 2.7070  C2 1.535, F26 1.337, F27 1.342, F28 1.336
26 F 1.7106 2.1329 3.9638  C25 1.337
27 F 1.9165 0.8975 2.1993  C25 1.342
28 F 1.6498 3.0388 1.9991  C25 1.336
29 H -0.8237 3.8153 2.5446  C1 1.087
30 H -2.0409 2.7386 3.2472  C1 1.089
31 H -0.6214 3.2035 4.2085  C1 1.088
32 H -1.0021 -0.4744 1.7690  N6 1.008
33 H -2.6454 0.5796 -0.2453  C7 1.094
34 H -1.7208 -0.2609 -2.2968  C8 1.096
35 H -0.5190 0.7752 -1.5352  C8 1.083
36 H 1.2856 0.8247 -0.7013  C12 1.095
37 H 3.2054 -0.4042 0.2766  C13 1.092
38 H 3.9043 -0.5894 -1.3212  C13 1.090
39 H 3.3254 2.0846 0.0670  C14 1.093
40 H 4.9144 1.3485 -0.1146  C14 1.090
41 H 1.8545 2.8115 -2.1449  C16 1.094
42 H 2.4967 2.5634 -3.7679  C16 1.090
43 H 2.5654 0.0952 -3.3687  C17 1.093
44 H 0.9371 0.7407 -3.1904  C17 1.094
45 H -1.1053 -2.8031 -2.5085  C18 1.098
46 H -0.0224 -3.3340 -1.2278  C18 1.088
47 H -2.1305 -4.7851 -0.7912  C20 1.084
48 H -4.0668 -4.9955 0.7171  C21 1.082
49 H -4.9982 -2.9819 1.8245  C22 1.082
50 H -3.9743 -0.7729 1.3982  C23 1.085

Summary:
HOMO-LUMO gap = 8.89 eV
SMILES string = C[C@@](F)(C(=O)N[C@H]1CN(C(=O)C2CCSCC2)Cc2ccccc21)C(F)(F)F
highest occupied orbital energy = -8.349 eV
LUMO energy = 0.0200 hartree

These are the Löwdin partial charges, in e, on atoms 1 to 4: C 0.03; C -0.34; F 0.05; C -0.42

---

Run y
Computed, not measured: an isolated molecule of C19H22F4N2O2S, with wB97M-V/def2-TZVPD.

Last columns: bonded neighbours and bond lengths (Å).
Cartesian coordinates (Å):
1 C 0.4814 0.4986 4.8514  C2 1.513, H29 1.088, H30 1.089, H31 1.088
2 C 0.3560 0.1614 3.3814  C1 1.513, F3 1.389, C4 1.544, C25 1.538
3 F -0.6411 -0.7919 3.2153  C2 1.389
4 C 0.0278 1.4145 2.5407  C2 1.544, O5 1.211, N6 1.365
5 O 0.8331 2.3175 2.5020  C4 1.211
6 N -1.1110 1.3694 1.7900  C4 1.365, C7 1.472, H32 1.011
7 C -1.0854 1.7314 0.3633  N6 1.472, C8 1.527, C24 1.506, H33 1.091
8 C -0.1086 0.9037 -0.4691  C7 1.527, N9 1.459, H34 1.096, H35 1.089
9 N -0.5437 -0.4803 -0.6206  C8 1.459, C10 1.370, C18 1.465
10 C 0.3017 -1.5158 -0.9223  N9 1.370, O11 1.219, C12 1.521
11 O -0.0887 -2.6702 -0.8764  C10 1.219
12 C 1.6858 -1.1671 -1.4468  C10 1.521, C13 1.528, C17 1.536, H36 1.094
13 C 2.6351 -2.3522 -1.2758  C12 1.528, C14 1.523, H37 1.093, H38 1.091
14 C 4.0501 -2.0087 -1.7238  C13 1.523, S15 1.810, H39 1.093, H40 1.090
15 S 4.1463 -1.5970 -3.4835  C14 1.810, C16 1.808
16 C 2.9009 -0.2861 -3.4901  S15 1.808, C17 1.524, H41 1.094, H42 1.090
17 C 1.5645 -0.7421 -2.9178  C12 1.536, C16 1.524, H43 1.093, H44 1.094
18 C -1.9335 -0.8503 -0.3443  N9 1.465, C19 1.506, H45 1.089, H46 1.098
19 C -2.8777 0.3029 -0.5576  C18 1.506, C20 1.390, C24 1.392
20 C -4.1489 0.1101 -1.0848  C19 1.390, C21 1.387, H47 1.083
21 C -5.0112 1.1853 -1.2430  C20 1.387, C22 1.388, H48 1.082
22 C -4.6055 2.4637 -0.8837  C21 1.388, C23 1.387, H49 1.082
23 C -3.3352 2.6630 -0.3637  C22 1.387, C24 1.388, H50 1.083
24 C -2.4758 1.5861 -0.1972  C7 1.506, C19 1.392, C23 1.388
25 C 1.6368 -0.5081 2.8561  C2 1.538, F26 1.337, F27 1.344, F28 1.332
26 F 1.8334 -1.6740 3.4812  C25 1.337
27 F 1.5446 -0.7684 1.5407  C25 1.344
28 F 2.7152 0.2495 3.0499  C25 1.332
29 H 1.2532 1.2539 4.9863  C1 1.088
30 H -0.4669 0.8975 5.2087  C1 1.089
31 H 0.7335 -0.3930 5.4224  C1 1.088
32 H -1.6591 0.5383 1.9638  N6 1.011
33 H -0.7629 2.7709 0.2940  C7 1.091
34 H -0.0310 1.4040 -1.4411  C8 1.096
35 H 0.8720 0.9417 0.0021  C8 1.089
36 H 2.0954 -0.3233 -0.8837  C12 1.094
37 H 2.6500 -2.6540 -0.2259  C13 1.093
38 H 2.2611 -3.2007 -1.8501  C13 1.091
39 H 4.4511 -1.1743 -1.1418  C14 1.093
40 H 4.7171 -2.8586 -1.5802  C14 1.090
41 H 3.2820 0.5725 -2.9301  C16 1.094
42 H 2.7918 0.0209 -4.5302  C16 1.090
43 H 1.1910 -1.5903 -3.4980  C17 1.093
44 H 0.8385 0.0700 -3.0182  C17 1.094
45 H -2.1943 -1.6816 -0.9972  C18 1.089
46 H -2.0231 -1.2415 0.6776  C18 1.098
47 H -4.4620 -0.8848 -1.3775  C20 1.083
48 H -5.9987 1.0266 -1.6561  C21 1.082
49 H -5.2755 3.3033 -1.0126  C22 1.082
50 H -3.0096 3.6577 -0.0838  C23 1.083

Summary:
HOMO-LUMO gap = 9.10 eV
SMILES string = C[C@@](F)(C(=O)N[C@H]1CN(C(=O)C2CCSCC2)Cc2ccccc21)C(F)(F)F
highest occupied orbital energy = -8.488 eV
LUMO energy = 0.0225 hartree

These are the Löwdin partial charges, in e, on atoms 1 to 4: C 0.03; C -0.33; F 0.05; C -0.41

---

Stability summary - winner: run x; margin: 0.0119 hartree.

---

Run w
Computed, not measured: a 2-piece molecular cluster, C2H9N4 overall, with wB97M-V/def2-TZVPD.

Last columns: bonded neighbours and bond lengths (Å).
Cartesian coordinates (Å):
1 C -1.1530 -2.1117 -1.0689  C2 1.672, N3 1.225, H7 1.103
2 C -0.2861 -1.1256 -0.0342  C1 1.672, N4 1.329, N5 1.291
3 N -1.7730 -1.5030 -1.9322  C1 1.225, H8 0.999
4 N 0.2953 -1.4853 1.1050  C2 1.329, H9 1.007, H10 0.999
5 N -0.3072 0.0862 -0.4777  C2 1.291, H11 1.001, H12 1.155
6 N 0.8844 2.1963 0.5845  H13 1.014, H14 0.995, H15 1.008
7 H -1.0910 -3.1164 -0.6186  C1 1.103
8 H -2.3051 -1.8417 -2.7069  N3 0.999
9 H 0.5014 -0.6846 1.6795  N4 1.007
10 H -0.0560 -2.3700 1.4089  N4 0.999
11 H -0.7052 0.2451 -1.3823  N5 1.001
12 H 0.1943 1.0546 -0.0985  N5 1.155
13 H 1.3663 2.4522 -0.2702  N6 1.014
14 H 1.5374 2.1645 1.3347  N6 0.995
15 H 0.5339 3.1055 0.8428  N6 1.008

Summary:
HOMO-LUMO gap = 10.76 eV
highest occupied orbital energy = -14.475 eV
charge = +1
LUMO energy = -0.1366 hartree

These are the Löwdin partial charges, in e, on atoms 1 to 4: C -0.09; C -0.31; N 0.15; N 0.20

---

Run x
Computed, not measured: an isolated ion of composition C2H9N4 and charge +1, with wB97M-V/def2-TZVPD.

Last columns: bonded neighbours and bond lengths (Å).
Cartesian coordinates (Å):
1 C -1.2998 -0.6876 0.7178  N2 1.469, H7 1.135, H8 1.084, H9 1.135
2 N -0.3506 -0.1213 -0.2495  C1 1.469, N3 1.445, C4 1.481
3 N -0.8804 0.3490 -1.5093  N2 1.445, H10 1.059, H11 1.035
4 C 0.9937 0.4060 0.0793  N2 1.481, N5 1.312, N6 1.291
5 N 1.6920 0.8976 -0.9168  C4 1.312, H12 1.055, H13 1.077
6 N 1.4485 0.0754 1.2418  C4 1.291, H14 0.995, H15 0.965
7 H -2.0469 -1.4023 0.2506  C1 1.135
8 H -0.5696 -1.1177 1.3943  C1 1.084
9 H -1.9143 0.1118 1.2394  C1 1.135
10 H -1.6121 1.0770 -1.2741  N3 1.059
11 H -1.4115 -0.4869 -1.8089  N3 1.035
12 H 1.2598 0.7954 -1.8740  N5 1.055
13 H 2.5635 1.5211 -0.8042  N5 1.077
14 H 2.3740 0.4126 1.3785  N6 0.995
15 H 0.8030 0.0433 1.9585  N6 0.965

Summary:
HOMO-LUMO gap = 10.88 eV
SMILES string = C[N+](N)=C(N)N
highest occupied orbital energy = -14.060 eV
charge = +1
LUMO energy = -0.1168 hartree

These are the Löwdin partial charges, in e, on atoms 1 to 4: C -0.03; N -0.19; N 0.05; C -0.37

---

Stability summary - winner: run w; margin: 0.0085 hartree.

---

Run w
Computed, not measured: an isolated molecule of CH6NOP, with wB97M-V/def2-TZVPD.

Last columns: bonded neighbours and bond lengths (Å).
Cartesian coordinates (Å):
1 C 0.3501 -1.2391 0.0302  P2 1.823, H5 1.129, H6 1.116, H7 1.169
2 P -0.7851 0.1412 0.3912  C1 1.823, N3 1.657, O4 1.834, H8 1.377
3 N -0.3250 1.6051 -0.2336  P2 1.657, H9 1.055, H10 1.001
4 O -2.4467 -0.2844 -0.2579  P2 1.834
5 H 0.0089 -2.1997 0.5149  C1 1.129
6 H 0.4036 -1.3694 -1.0770  C1 1.116
7 H 1.4531 -1.1531 0.4089  C1 1.169
8 H -0.6685 0.3905 1.7400  P2 1.377
9 H -0.3010 2.2935 0.5657  N3 1.055
10 H -0.7597 1.8263 -1.1073  N3 1.001

Summary:
HOMO-LUMO gap = 9.71 eV
SMILES string = C[P@@H](N)=O
highest occupied orbital energy = -8.948 eV
LUMO energy = 0.0279 hartree

These are the Löwdin partial charges, in e, on atoms 1 to 4: C -0.27; P 0.70; N -0.16; O -0.58

---

Run x
Computed, not measured: an isolated molecule of CH6NOP, with wB97M-V/def2-TZVPD.

Last columns: bonded neighbours and bond lengths (Å).
Cartesian coordinates (Å):
1 C -0.1204 -1.5890 0.3056  O2 1.411, H5 1.157, H6 1.139, H7 1.034
2 O 0.0741 -0.2975 0.8395  C1 1.411, P3 1.600
3 P 0.2356 1.1139 0.1024  O2 1.600, N4 1.575, H8 1.340, H9 1.411
4 N -0.5180 1.1145 -1.2802  P3 1.575, H10 0.982
5 H -0.7004 -1.3680 -0.6708  C1 1.157
6 H 0.9588 -1.9466 0.2406  C1 1.139
7 H -0.8777 -1.9971 0.8790  C1 1.034
8 H 1.5537 1.3251 0.2231  P3 1.340
9 H -0.4200 1.7701 1.1662  P3 1.411
10 H -0.1859 1.8746 -1.8053  N4 0.982

Summary:
HOMO-LUMO gap = 10.09 eV
SMILES string = CO[PH2]=N
highest occupied orbital energy = -9.130 eV
LUMO energy = 0.0354 hartree

These are the Löwdin partial charges, in e, on atoms 1 to 4: C -0.12; O -0.44; P 0.62; N -0.24

---

Stability summary - winner: run w; margin: 0.0163 hartree.